Here is a molecular structure, C19H16AlN3O7S3 from the Open Molecules 2025 dataset. Energies are from wB97M-V/def2-TZVPD.

Computed properties:
Electronic energy: -2861.7424 Eh
HOMO: -7.81 eV
Molecular weight: 521.5 g/mol
Energy relative to the best compared isomer or geometry (same formula, charge and spin): 41.7 kcal per mole
HOMO-LUMO gap: 6.894 eV
E_LUMO: -0.9 eV

Geometry as XYZ:
```
49
C19H16AlN3O7S3 wB97M-V/def2-TZVPD
Al 0.38026 -0.06735 -0.27788
C 2.78604 -4.65473 -6.37644
C 2.41228 -3.53532 -5.44368
C 1.62135 -2.47291 -5.87712
C 1.28208 -1.43903 -5.02131
C 1.73934 -1.48019 -3.70979
C 2.52351 -2.52717 -3.24846
C 2.85658 -3.54668 -4.12443
S 1.33093 -0.15284 -2.65082
O 1.87907 -0.54404 -1.28015
O 1.93404 1.06004 -3.12849
N -0.19355 -0.03555 -2.39610
C -1.11304 -1.16525 -2.55440
C -1.42776 -1.87341 -1.23728
O -2.14902 -2.83475 -1.20813
O -0.81426 -1.36560 -0.18035
H 2.30538 -4.54094 -7.34666
H 2.49179 -5.61969 -5.96187
H 3.86517 -4.68342 -6.53590
H 1.26664 -2.45591 -6.90036
H 0.67348 -0.61178 -5.36460
H 2.85683 -2.54207 -2.22036
H 3.46827 -4.36956 -3.77390
H -0.76406 -1.91896 -3.26286
H -2.05620 -0.78248 -2.94411
S 1.88500 0.74986 3.80638
C 0.26096 0.06688 3.76195
C -0.06018 -0.31026 2.52674
N 0.88821 -0.04031 1.52497
C 1.87371 0.82899 2.01972
H -0.30989 -0.07363 4.66351
H -0.95984 -0.83947 2.24810
H 2.87374 0.67781 1.62346
O 3.87293 3.10204 2.17521
S 2.54696 3.62519 2.07034
O 1.92085 4.27844 3.16857
N 1.55980 2.35105 1.50596
C 1.09344 2.58630 0.27760
O 0.39688 1.79472 -0.40156
C 1.50155 3.89491 -0.26781
C 1.18610 4.40957 -1.51039
C 1.71695 5.65073 -1.83630
C 2.53145 6.33918 -0.93896
C 2.85494 5.80989 0.30600
C 2.32715 4.57133 0.60430
H 0.57047 3.84160 -2.19523
H 1.50077 6.08801 -2.80158
H 2.93105 7.30490 -1.21918
H 3.49581 6.33843 0.99804
```